(1)
Density functional theory data (wB97M-V/def2-TZVPD) for C13H23BN6SiTi as an isolated structure.

The geometry in XYZ format:
```
45
Properties=species:S:1:pos:R:3:forces:R:3
C 0.4029 2.9497 0.0675 -0.062 -0.185 -1.462
N 0.5177 1.6686 -0.3864 0.395 0.216 -0.454
N 0.7711 1.7555 -1.7503 -0.026 0.145 0.517
C 0.7258 3.0382 -2.1444 0.071 -0.607 0.564
C 0.4992 3.8325 -1.0210 -0.043 -0.382 0.663
B 0.9926 0.4899 -2.6226 0.184 0.195 0.127
N 2.0685 -0.4402 -2.0007 0.282 -0.270 0.730
N 2.0018 -0.8013 -0.6610 0.861 0.017 -0.506
C 3.0854 -1.5996 -0.4135 -0.339 0.312 -1.443
C 3.7895 -1.7931 -1.6124 -0.384 0.119 0.644
C 3.1060 -1.0597 -2.5855 -0.353 0.382 0.874
Ti 0.2619 -0.2810 0.2877 0.401 0.444 -2.034
N -0.3241 -0.3021 -2.5665 -0.750 -0.552 0.208
N -0.8221 -0.7435 -1.3490 -0.399 -0.065 -0.826
C -1.9588 -1.4575 -1.6284 0.662 0.473 -1.017
C -2.1578 -1.4592 -3.0095 -0.092 -0.125 0.736
C -1.1054 -0.7323 -3.5598 0.162 0.100 1.089
H -2.5404 -1.9182 -0.8420 0.022 0.058 -0.083
H -0.8550 -0.4872 -4.5764 -0.069 -0.025 -0.131
H -2.9580 -1.9187 -3.5486 -0.228 -0.165 -0.084
H 1.3109 0.7987 -3.7374 -0.219 -0.132 0.187
H 3.2898 -0.9064 -3.6420 0.079 -0.098 0.199
H 0.8574 3.2743 -3.1992 -0.003 0.078 0.425
H 4.6786 -2.3779 -1.7578 0.065 -0.038 0.027
H 0.4030 4.9024 -0.9943 0.071 0.058 0.019
H 3.2812 -1.9746 0.5836 0.033 0.024 -0.225
H 0.2490 3.1431 1.1192 0.017 0.069 -0.236
H -0.2729 -2.3200 0.8236 0.326 -0.091 0.276
C 0.4676 -2.2996 1.6587 0.357 -0.176 0.054
H 1.2458 -3.0459 1.4489 -0.349 0.210 0.020
H 0.9984 -1.3133 1.8182 -0.087 -0.937 0.395
H -0.0594 -2.5440 2.5884 0.219 0.165 -0.296
C -0.3901 0.1025 4.0959 1.063 -0.289 -0.702
Si -1.1900 0.3144 2.3818 -2.430 1.237 3.701
C -2.6963 -0.8404 2.4053 0.440 -0.663 -1.240
C -1.8768 2.0650 2.4186 0.530 0.277 -0.948
H -0.0444 -0.9235 4.2836 -0.092 0.318 0.104
H -1.1336 0.3695 4.8636 -0.013 -0.006 -0.429
H 0.4697 0.7809 4.1994 -0.209 -0.202 0.170
H -3.3633 -0.5125 3.2170 0.360 0.177 -0.137
H -3.2494 -0.7888 1.4567 -0.093 -0.069 0.321
H -2.4175 -1.8880 2.5829 -0.179 0.243 0.007
H -2.6524 2.1136 3.1975 0.194 -0.226 -0.141
H -1.0883 2.7914 2.6593 -0.341 -0.143 0.045
H -2.3179 2.3380 1.4514 -0.036 0.129 0.292
```
Forces are in eV/Å.

Results
HOMO-LUMO gap (spin up / spin down) ... 7.63 / 5.95 eV
Total energy ... -2001.0029 Eh
Multiplicity ... 3
Lowest unoccupied orbital energy (spin up / spin down) ... -8.043 / -9.737 eV
Energy relative to the best compared isomer or geometry (same formula, charge and spin) ... 0.0 kcal/mol
F_max ... 4.60 eV/A
Total charge ... +2

***

(2)
Density functional theory data (wB97M-V/def2-TZVPD) for C13H23BO5P2PtS as an isolated structure.

The geometry in XYZ format:
```
46
Properties=species:S:1:pos:R:3:forces:R:3
Pt -0.0863 0.0932 0.1463 0.554 -0.833 -0.157
C -1.3071 -3.6098 -0.6424 0.095 0.508 0.185
P -0.8137 -1.9026 -1.1301 -1.148 0.556 -0.792
C -2.0700 -1.5006 -2.4173 0.317 -0.114 0.214
C 0.6606 -2.3061 -2.1726 -0.085 0.192 0.257
C 1.3740 -1.0451 -2.6471 0.204 0.177 0.202
P 1.9769 -0.0877 -1.1771 -0.159 1.116 -0.735
C 2.6674 1.4356 -1.9358 -0.136 -0.343 0.108
C 3.4773 -1.0442 -0.7252 -0.476 0.126 0.266
H -1.3455 -4.2611 -1.5150 0.025 0.017 -0.062
H -2.2854 -3.5865 -0.1666 -0.037 -0.017 0.033
H -0.5732 -3.9801 0.0682 0.031 -0.104 0.067
H -2.0053 -2.1647 -3.2765 -0.040 -0.097 -0.100
H -1.9278 -0.4677 -2.7257 -0.009 0.045 -0.060
H -3.0599 -1.5745 -1.9743 -0.100 0.010 0.050
H 0.3457 -2.9182 -3.0230 -0.062 -0.019 0.138
H 1.3322 -2.8978 -1.5501 0.031 -0.152 0.008
H 0.6838 -0.4072 -3.2085 0.081 0.035 0.044
H 2.2165 -1.2970 -3.3023 -0.072 0.063 0.072
H 3.1880 1.2366 -2.8693 0.106 -0.031 -0.101
H 3.3553 1.8885 -1.2262 0.051 0.068 0.056
H 1.8519 2.1330 -2.1061 -0.055 0.070 -0.058
H 4.0848 -1.2908 -1.5972 -0.091 0.075 -0.056
H 3.1524 -1.9482 -0.2148 0.106 -0.075 0.044
H 4.0616 -0.4543 -0.0228 0.055 -0.003 0.069
C -0.9426 -2.3515 2.8310 0.818 0.540 -0.349
S 0.5969 -1.4731 2.4254 -0.473 -1.129 2.112
O 1.5604 -1.8510 3.4254 -0.107 0.044 -0.268
O 0.9629 -1.9367 1.0669 -0.114 0.762 -0.704
O 0.2354 -0.0463 2.4633 -0.085 0.266 -0.347
H -0.7233 -3.4093 2.9147 0.044 -0.106 -0.014
H -1.6607 -2.1494 2.0433 -0.125 0.007 -0.037
H -1.2765 -1.9462 3.7772 -0.092 0.013 0.141
O -2.2741 1.7836 -1.2048 -0.129 -0.888 0.290
B -1.0717 1.7920 -0.4779 0.817 -1.319 -0.883
O -0.5968 3.1040 -0.4427 0.813 -0.291 0.746
C -1.4992 3.8798 -1.0870 -1.036 0.084 -0.579
C -1.5015 5.2416 -1.3057 0.202 -0.277 0.190
C -2.5781 5.7671 -2.0075 -0.111 0.064 -0.103
C -3.6016 4.9567 -2.4778 -0.010 0.174 -0.057
C -3.5971 3.5856 -2.2660 0.124 -0.332 0.152
C -2.5347 3.0635 -1.5590 0.307 1.049 0.014
H -0.7040 5.8675 -0.9430 0.133 0.087 0.077
H -2.6194 6.8299 -2.1943 0.017 0.070 -0.005
H -4.4210 5.4001 -3.0238 -0.052 0.039 -0.034
H -4.3898 2.9571 -2.6346 -0.125 -0.130 -0.035
```
Forces are in eV/Å.

Results
HOMO-LUMO gap ... 6.51 eV
Total energy ... -2110.5288 Eh
Lowest unoccupied orbital energy ... -0.830 eV
F_max ... 2.44 eV/A

***

(3)
Density functional theory data (wB97M-V/def2-TZVPD) for C13H23BrCl3CsF3KN5NaO12P2 as an isolated structure.

The geometry in XYZ format:
```
65
Properties=species:S:1:pos:R:3:forces:R:3
C 1.1224 2.7686 0.4339 -0.471 -0.708 -0.036
C 0.8158 2.9871 -0.7026 -0.721 -1.093 -3.542
N 0.5466 2.9955 -2.1510 1.365 1.092 1.728
P -1.0510 2.2301 -2.3668 -1.962 0.581 1.242
P -0.7048 0.1209 -1.8885 0.678 -0.763 0.137
O 0.5152 -0.1085 -1.1086 0.704 0.261 -0.018
O -1.9903 -0.3165 -1.0705 0.205 0.264 -1.228
O -0.6128 -0.7535 -3.2735 -0.321 0.309 0.287
C 0.5067 4.4553 -2.6145 0.079 -0.493 0.007
O -0.4839 5.0470 -2.3165 0.600 0.908 -0.506
O 1.5856 5.0718 -3.3028 -2.014 -2.212 0.146
C 2.1088 4.2537 -4.3980 0.783 -0.390 -0.123
O 3.3262 3.5127 -4.1094 -1.342 1.453 -1.522
N 3.5001 3.2949 -2.7515 -0.419 -2.633 1.045
O 4.3288 4.1374 -2.2410 3.521 -0.335 -3.073
H 1.4902 2.3066 1.3218 -0.117 0.378 0.141
H -1.3910 2.2595 -3.7389 0.932 -0.190 -0.073
H -1.6776 -1.0687 -0.4993 -0.020 -0.205 1.142
H 0.1451 -1.3418 -3.1323 -0.074 -0.025 0.014
H 1.3184 3.5843 -4.7805 0.346 0.238 0.709
H 2.3724 4.9551 -5.2012 -0.069 0.097 0.282
C 0.6921 3.5288 -8.1375 0.089 0.349 -0.392
C 0.2290 2.8598 -6.9328 -0.297 0.222 -0.137
N -0.1430 2.3341 -5.9797 0.021 -0.078 -0.376
H -0.1371 3.9984 -8.6689 -0.118 -0.081 0.136
H 1.4199 4.3055 -7.8984 0.003 -0.082 0.183
H 1.1708 2.8254 -8.8216 -0.012 -0.097 0.115
C -0.5169 -2.4590 -6.6698 -0.159 -0.241 0.194
Cl -0.4728 -0.6854 -6.7128 -2.030 -0.916 -0.234
Cl 0.9688 -3.0963 -5.9440 -0.020 0.124 -0.074
Cl -1.9289 -3.0179 -5.7923 0.063 0.044 -0.052
H -0.5804 -2.8220 -7.6875 0.065 0.064 -0.009
C -1.4523 -3.3151 0.8844 -0.114 -0.951 -0.643
O -1.0551 -2.0414 1.1359 -0.393 0.146 -0.534
H -0.9979 -3.8018 -0.0155 0.159 0.346 -0.095
H -1.2478 -4.0677 1.6796 0.199 0.180 0.222
H -2.5388 -3.4709 0.7034 -0.055 0.288 0.140
C 1.5837 -1.0986 2.3445 0.471 0.185 0.335
C 0.6970 -2.0002 3.1636 -0.360 0.127 -1.162
O 1.4627 -2.6603 4.2586 0.261 0.021 1.596
C 1.6787 -1.9179 5.3432 -0.048 0.111 -2.158
O 1.3067 -0.7905 5.4909 0.145 -0.015 1.009
C 2.4433 -2.7325 6.4141 1.860 -0.133 0.455
F 3.4629 -3.4089 5.9102 -0.314 -0.033 -0.318
F 1.6279 -3.6727 7.0241 0.979 -0.191 0.351
F 2.9254 -1.9802 7.3889 -0.511 0.273 -0.085
H 2.4442 -1.6505 1.9619 -0.089 -0.038 -0.119
H 1.0184 -0.6934 1.5043 -0.114 -0.244 0.004
H 1.9722 -0.2696 2.9421 -0.053 0.030 0.025
H 0.3072 -2.7997 2.5396 0.116 -0.110 0.241
H -0.1565 -1.4651 3.5712 0.220 -0.059 0.299
K 1.8370 0.4002 -6.4770 2.300 0.775 0.615
O -2.8105 -3.3593 3.4086 -0.719 2.472 -0.627
H -2.3464 -2.8189 4.0538 1.566 -2.537 2.545
C -3.2315 -1.3574 6.5626 -0.073 -0.022 0.454
O -2.3596 -1.9247 5.8897 0.708 -0.850 2.419
N -3.0624 -1.0996 7.8931 0.254 -0.116 -0.055
N -4.4073 -0.9490 6.0544 -0.153 -0.167 -0.261
H -3.7508 -0.6412 8.4602 0.000 0.032 -0.036
H -2.2002 -1.3848 8.3152 -0.026 0.090 0.085
H -4.5738 -1.1190 5.0746 0.019 0.027 0.013
H -5.1121 -0.4904 6.5996 0.063 -0.007 0.089
Na -0.1132 -3.1749 6.3195 -2.881 0.340 -0.847
Cs 2.9261 4.8737 -0.7371 -1.208 3.213 4.089
Br -2.7499 -1.2808 3.4744 -1.499 0.979 -4.156
```
Forces are in eV/Å.

Results
HOMO-LUMO gap ... 1.20 eV
Total energy ... -7404.5454 Eh
Lowest unoccupied orbital energy ... -1.349 eV
F_max ... 5.34 eV/A

***

(4)
Density functional theory data (wB97M-V/def2-TZVPD) for C13H23CeN4O2P2 as an isolated structure.

The geometry in XYZ format:
```
45
Properties=species:S:1:pos:R:3:forces:R:3
Ce -1.0468 0.2017 0.7373 -2.060 -0.817 1.463
P 1.1842 -0.0695 2.2962 0.061 1.265 1.529
C 2.3373 -0.6757 1.1435 0.677 -1.725 -0.743
C 1.9433 -1.2927 -0.0771 -0.343 -0.115 -0.030
N 0.6550 -1.0969 -0.5790 0.588 -0.493 -0.963
C 0.3262 -1.6522 -1.7709 -0.886 0.690 1.083
C 1.1963 -2.4989 -2.4560 0.594 -0.274 -0.274
C 2.4751 -2.7183 -1.9581 0.052 -0.689 -0.569
C 2.8645 -2.1052 -0.7915 0.275 0.482 0.763
C -1.0629 -1.4027 -2.3630 -0.007 -0.150 0.027
P -1.8412 0.2009 -1.8546 -0.599 0.271 -1.918
H 3.8609 -2.2462 -0.3639 -0.269 0.025 -0.312
H 0.8478 -2.9651 -3.3844 0.300 0.200 0.341
H 3.1603 -3.3879 -2.4823 -0.191 0.252 0.136
H -1.0339 -1.4290 -3.4608 0.181 -0.164 0.226
H -1.7561 -2.2073 -2.0645 0.263 0.108 0.051
H 3.7743 1.3111 -0.1665 0.104 0.941 -0.474
H 3.3963 -0.7852 1.4062 -0.026 0.744 -0.390
H 1.8005 3.4560 -0.9879 -0.641 0.348 0.056
O 3.7818 2.1990 -0.5859 0.126 -1.035 0.517
H 4.7227 2.4374 -0.5865 -0.282 0.131 -0.084
H -0.8476 2.0791 0.6921 0.087 1.344 0.088
O 0.8976 3.8045 -0.8231 0.671 -0.651 -0.082
H 0.3134 3.2970 -1.4004 0.173 0.243 0.073
C -1.1875 1.4077 -3.0478 0.159 0.367 -0.059
H -1.4733 1.2034 -4.0891 0.007 -0.060 0.307
H -1.5704 2.4040 -2.7685 0.146 -0.339 -0.151
H -0.0857 1.4296 -2.9805 -0.385 0.009 -0.035
C -3.6434 0.0572 -2.1224 -0.039 -0.187 0.001
H -4.0867 1.0298 -1.8432 0.128 -0.421 -0.122
H -3.9295 -0.1898 -3.1574 0.181 0.101 0.352
H -4.0297 -0.7203 -1.4380 0.039 0.364 -0.305
C 0.8335 -1.3218 3.5771 -0.058 -0.780 -0.051
H 1.7280 -1.4917 4.1904 -0.174 0.082 -0.170
H -0.0030 -0.9872 4.2111 0.277 0.041 -0.382
H 0.5470 -2.2596 3.0739 0.059 0.257 0.314
C 1.5997 1.5376 3.0408 0.660 -0.053 -0.006
H 0.8096 1.8252 3.7530 0.148 -0.274 -0.224
H 2.5548 1.5027 3.5770 -0.121 0.093 0.018
H 1.6494 2.3093 2.2559 -0.043 -0.308 0.168
N -2.5481 -0.9386 2.0804 0.469 -0.048 -0.319
C -3.5408 -0.7559 2.7182 -1.717 0.799 0.996
N -4.5873 -0.5940 3.3917 1.624 -1.011 -0.925
C -5.1992 0.5543 3.6133 -1.482 2.463 0.612
N -5.7866 1.5442 3.8449 1.273 -2.028 -0.532
```
Forces are in eV/Å.

Results
HOMO-LUMO gap (spin up / spin down) ... 3.17 / 2.84 eV
Total energy ... -2035.7445 Eh
Multiplicity ... 2
Lowest unoccupied orbital energy (spin up / spin down) ... -10.778 / -11.031 eV
Energy relative to the best compared isomer or geometry (same formula, charge and spin) ... 64.5 kcal/mol
F_max ... 2.94 eV/A
Total charge ... +2

***

(5)
Density functional theory data (wB97M-V/def2-TZVPD) for C13H23Cl16F4InNOS as an isolated structure.

The geometry in XYZ format:
```
60
Properties=species:S:1:pos:R:3:forces:R:3
C -4.4376 1.9159 2.1040 -0.211 -0.698 -0.316
C -3.9911 1.1325 0.7363 -0.297 1.919 0.901
F -4.7712 -0.0995 0.6906 0.664 1.369 -0.367
In -1.7489 0.8444 0.7726 -0.386 -1.566 1.056
C -1.0934 -1.2716 0.1612 -1.376 1.068 -1.373
O 0.3263 -1.4048 0.5211 0.310 -4.329 1.449
C 0.6497 -2.7012 0.9872 1.334 1.660 -0.816
F -0.0222 -3.7719 0.3247 1.469 2.278 1.978
F 0.4765 -2.8013 2.4081 0.285 -0.384 -3.515
F 2.0632 -2.8914 0.7087 -3.423 0.128 1.039
N -0.7156 2.2297 -0.5642 5.740 3.657 4.871
C 0.1439 2.8527 0.1874 -4.226 -0.948 -3.699
S 1.0524 4.0085 1.0265 -1.281 -2.247 -1.393
H -5.3127 2.6575 1.9094 1.524 -1.194 0.394
H -3.5354 2.4542 2.6011 -1.650 -0.882 -0.880
H -4.8243 1.0856 2.8144 0.718 1.472 -0.979
H -4.2424 1.8581 -0.1293 -0.180 -1.637 1.016
H -1.1585 1.0444 2.4702 -0.127 0.155 -0.535
H -1.1434 -1.2823 -0.9932 0.055 -0.552 2.150
H -1.7916 -2.0305 0.6568 1.332 0.909 -0.797
C -2.0132 -0.3505 -4.0580 -0.135 0.187 -0.273
Cl -2.0612 -1.8943 -3.1990 -0.061 -0.164 -0.311
Cl -2.3541 1.0063 -2.9747 0.072 -0.180 -0.258
H -1.0221 -0.2177 -4.4892 -0.164 -0.032 0.212
H -2.7612 -0.3659 -4.8505 0.040 -0.036 0.226
C 2.6301 5.6371 -1.9153 0.110 -0.332 -0.032
Cl 3.1845 7.2478 -1.4400 0.128 0.031 0.004
Cl 0.8827 5.6116 -2.1688 0.190 -0.079 -0.157
H 3.1265 5.3512 -2.8422 -0.158 0.183 0.093
H 2.8826 4.9281 -1.1266 -0.242 0.178 0.020
C 3.3158 2.2189 4.0140 -0.093 0.241 0.004
Cl 2.5177 1.1324 2.8714 0.133 -0.130 0.094
Cl 2.3995 3.7185 4.2188 0.084 0.067 0.260
H 3.3970 1.7195 4.9793 -0.110 0.088 -0.155
H 4.3131 2.4596 3.6372 -0.988 0.368 0.237
C 7.5794 1.1192 3.4659 0.087 -0.304 -0.097
Cl 8.1266 2.7328 3.9385 0.114 -0.002 0.021
Cl 5.8296 1.0843 3.2199 1.056 -0.750 -0.275
H 8.0734 0.8359 2.5370 -0.124 0.158 0.124
H 7.8405 0.4123 4.2529 -0.109 0.198 -0.067
C -2.4002 -5.8366 1.1594 0.331 0.323 -0.219
Cl -3.3440 -4.3670 0.8987 0.053 -0.117 0.000
Cl -3.3659 -7.0830 1.9641 -0.036 -0.177 0.080
H -2.0636 -6.2171 0.1955 -0.156 0.028 0.159
H -1.5391 -5.5982 1.7828 -0.229 -0.010 -0.032
C -2.5769 5.8233 -2.8362 0.216 -0.168 -0.114
Cl -3.5834 7.1512 -2.2430 0.030 0.149 -0.038
Cl -3.2639 4.2560 -2.3994 0.064 0.080 -0.061
H -2.5077 5.8895 -3.9215 -0.131 -0.006 0.195
H -1.5844 5.9089 -2.3975 -0.328 0.002 0.064
C -1.3120 -9.6877 0.7544 -0.206 0.096 0.134
Cl -0.5154 -11.1929 1.2311 -0.047 -0.067 0.061
Cl -0.4191 -8.8737 -0.5360 -0.081 0.099 -0.002
H -2.3168 -9.9154 0.4006 0.233 -0.002 -0.003
H -1.3666 -9.0270 1.6183 0.112 -0.151 -0.179
C 2.2103 0.0839 -4.5871 0.236 0.126 0.296
Cl 1.1025 1.1211 -3.6833 0.196 0.004 0.094
Cl 1.4284 -0.5896 -6.0241 0.059 -0.104 -0.128
H 3.0733 0.6723 -4.8971 -0.226 -0.066 -0.043
H 2.5335 -0.7341 -3.9439 -0.193 0.093 -0.119
```
Forces are in eV/Å.

Results
HOMO-LUMO gap ... 7.20 eV
Total energy ... -8989.9143 Eh
Lowest unoccupied orbital energy ... 1.976 eV
F_max ... 8.37 eV/A
Total charge ... -1